Entry 1:
Molecular formula: C22H29N2O7
Method: DFT, ωB97M-V/def2-TZVPD

Total charge   -1
LUMO   2.34 eV
Strongest force on any atom   2.077 eV/Å
HOMO level   -5.598 eV

```
60
C22H29N2O7, DFT ωB97M-V/def2-TZVPD
O -4.37 4.42 1.98
O -1.44 1.51 1.22
O -0.26 6.75 -0.03
O -0.66 0.54 3.05
O 3.79 -5.91 -4.51
O 0.23 -1.72 2.35
O -1.33 -3.99 2.18
C -3.29 4.98 1.91
C -0.73 1.51 2.25
C -0.77 5.63 0.04
C 1.97 -2.98 0.57
C 1.62 -5.17 -3.96
C 2.97 -5.29 -3.60
C 0.62 -2.83 0.20
C 2.88 -3.63 -0.27
C 0.70 -4.54 -3.11
C 3.38 -4.77 -2.36
C 0.22 -3.35 -1.04
C 2.47 -4.14 -1.50
C 1.12 -4.01 -1.89
N -1.34 5.03 -1.01
N -2.18 4.31 1.61
C 5.20 -5.95 -4.24
C -3.21 6.47 2.18
C -1.40 5.57 -2.37
C -2.68 -2.02 2.14
C 0.12 2.76 2.56
C -0.37 -2.06 1.08
C -1.66 -2.87 1.37
C 0.23 3.76 1.40
C -0.84 4.87 1.38
H -0.17 -0.86 2.68
H -0.64 -3.68 2.81
H 2.32 -2.59 1.52
H 1.29 -5.57 -4.91
H 3.91 -3.72 0.05
H -0.33 -4.45 -3.42
H 4.41 -4.85 -2.03
H -0.81 -3.23 -1.36
H -1.75 4.12 -0.84
H -2.28 3.30 1.47
H 5.60 -4.95 -4.12
H 5.40 -6.54 -3.34
H 5.72 -6.43 -5.08
H -4.20 6.82 2.48
H -2.90 6.99 1.28
H -2.50 6.65 2.99
H -0.51 5.26 -2.92
H -2.29 5.20 -2.87
H -1.43 6.66 -2.33
H -2.92 -1.11 1.57
H -2.30 -1.73 3.12
H -3.61 -2.59 2.28
H -0.25 3.26 3.46
H 1.14 2.42 2.79
H -0.64 -1.14 0.56
H -2.12 -3.20 0.44
H 0.25 3.23 0.45
H 1.20 4.26 1.49
H -0.60 5.58 2.17
```

***

Entry 2:
Molecular formula: C22H29N4O2
Method: DFT, ωB97M-V/def2-TZVPD

Total charge   +1
SMILES string   CCOc1ccc(CNc2nc3ccccc3n2CC[NH+]2CCOCC2)cc1
LUMO   -2.15 eV
Strongest force on any atom   0.778 eV/Å
HOMO level   -11.267 eV

```
57
C22H29N4O2, DFT ωB97M-V/def2-TZVPD
C 5.76 -0.52 5.00
H 6.82 -0.67 4.83
H 5.32 -1.44 5.37
C 5.09 -0.12 3.69
H 5.22 -0.91 2.94
H 5.53 0.81 3.31
O 3.71 0.06 3.96
C 2.89 0.47 2.98
C 1.56 0.69 3.35
C 0.63 1.12 2.43
C 0.99 1.32 1.09
C 2.31 1.10 0.73
C 3.26 0.69 1.65
H 4.28 0.54 1.33
H 2.62 1.27 -0.29
C -0.02 1.79 0.09
H 0.44 1.90 -0.89
N -1.14 0.80 -0.03
C -2.09 1.19 -1.00
N -3.19 1.83 -0.77
C -3.81 1.95 -1.99
C -5.02 2.56 -2.32
C -5.40 2.53 -3.64
C -4.62 1.91 -4.62
C -3.41 1.31 -4.31
C -3.02 1.33 -2.98
N -1.90 0.85 -2.32
C -0.86 0.02 -2.87
H -0.94 0.06 -3.96
C -1.01 -1.43 -2.40
N -0.61 -1.60 -0.98
C 0.81 -2.01 -0.86
H 1.45 -1.24 -1.30
C 1.18 -2.20 0.62
O 0.34 -3.15 1.22
C -1.00 -2.74 1.17
H -1.59 -3.51 1.67
C -1.46 -2.59 -0.28
H -2.50 -2.24 -0.31
H -1.39 -3.55 -0.79
H -1.13 -1.78 1.71
H 2.19 -2.59 0.70
H 1.12 -1.24 1.15
H 0.95 -2.95 -1.39
H -0.75 -0.59 -0.48
H -0.41 -2.10 -3.03
H -2.06 -1.72 -2.51
H 0.12 0.41 -2.59
H -2.81 0.84 -5.08
H -4.96 1.91 -5.64
H -6.33 2.99 -3.93
H -5.61 3.03 -1.56
H -1.62 0.78 0.87
H -0.43 2.76 0.39
H -0.38 1.31 2.75
H 1.28 0.54 4.38
H 5.62 0.26 5.74
```

***

Entry 3:
Molecular formula: C22H29N5PtS2
Method: DFT, ωB97M-V/def2-TZVPD

LUMO   -0.82 eV
Strongest force on any atom   0.747 eV/Å
HOMO level   -7.859 eV

```
59
C22H29N5PtS2, DFT ωB97M-V/def2-TZVPD
Pt -0.28 0.12 0.35
C 4.72 0.24 3.05
C 4.25 -0.14 1.80
C 2.91 0.04 1.47
C 2.05 0.62 2.39
C 2.53 1.02 3.64
C 3.86 0.82 3.96
N 0.69 0.84 2.01
N 0.07 1.66 2.73
C -1.15 2.03 2.22
C -1.95 2.92 2.94
C -3.15 3.32 2.39
C -3.54 2.83 1.15
C -2.75 1.94 0.43
C -1.52 1.52 0.95
H 5.76 0.09 3.30
H 4.92 -0.59 1.07
H 2.55 -0.25 0.50
H 1.85 1.48 4.35
H 4.22 1.13 4.93
H -1.61 3.28 3.90
H -3.79 4.01 2.92
H -4.48 3.15 0.72
H -3.08 1.57 -0.53
S -1.46 -0.43 -1.59
C -0.97 0.83 -2.61
N -0.71 1.64 -3.39
C 1.42 -6.27 -1.21
C 0.82 -6.28 -2.62
C -0.50 -5.52 -2.75
C -0.36 -4.01 -2.95
N 0.32 -3.31 -1.87
C -0.20 -3.02 -0.68
S 0.78 -2.18 0.46
N -1.45 -3.39 -0.42
C -2.16 -3.13 0.83
C -1.87 -4.17 1.91
C -2.09 -5.61 1.46
C -3.52 -5.90 0.99
H 2.32 -6.89 -1.17
H 0.71 -6.67 -0.49
H 1.70 -5.27 -0.89
H 0.64 -7.32 -2.90
H 1.54 -5.89 -3.34
H -1.13 -5.74 -1.88
H -1.05 -5.89 -3.62
H -1.33 -3.54 -3.12
H 0.23 -3.82 -3.85
H 1.26 -2.98 -2.01
H -1.97 -3.82 -1.16
H -3.22 -3.11 0.58
H -1.90 -2.13 1.18
H -2.51 -3.94 2.76
H -0.84 -4.04 2.24
H -1.84 -6.27 2.29
H -1.39 -5.85 0.66
H -4.24 -5.64 1.76
H -3.65 -6.96 0.76
H -3.78 -5.34 0.09
```

***

Entry 4:
Molecular formula: C22H29N5RhSSi2
Method: DFT, ωB97M-V/def2-TZVPD

Total charge   +1
2S+1   5
LUMO (spin up / spin down)   -3.12 / -4.13 eV
Strongest force on any atom   0.745 eV/Å
HOMO level (spin up / spin down)   -9.439 / -10.540 eV

```
60
C22H29N5RhSSi2, DFT ωB97M-V/def2-TZVPD
Rh -0.14 -0.23 -0.52
C 2.06 -0.46 -3.29
Si 2.70 0.53 -1.83
C 4.07 1.64 -2.40
C 3.35 -0.68 -0.56
N 1.29 1.26 -1.10
C 0.88 2.51 -0.86
C 1.64 3.67 -1.15
C 1.17 4.91 -0.87
C -0.11 5.09 -0.26
C -0.89 4.02 0.04
C -0.45 2.69 -0.24
N -1.17 1.60 0.04
Si -2.76 1.50 0.77
C -3.19 -0.32 0.84
C -2.73 2.17 2.50
C -4.04 2.37 -0.27
H 2.88 -1.01 -3.76
H 1.61 0.19 -4.04
H 1.31 -1.19 -2.98
H 4.86 1.01 -2.82
H 4.50 2.22 -1.58
H 3.74 2.33 -3.19
H 4.18 -1.26 -0.96
H 2.58 -1.39 -0.25
H 3.70 -0.15 0.33
H 2.61 3.55 -1.61
H 1.77 5.78 -1.10
H -0.46 6.09 -0.04
H -1.85 4.16 0.50
H -2.46 -0.88 1.44
H -3.25 -0.77 -0.15
H -4.16 -0.44 1.32
H -2.02 1.62 3.12
H -3.72 2.08 2.96
H -2.45 3.23 2.53
H -4.09 1.93 -1.27
H -3.83 3.43 -0.38
H -5.02 2.27 0.20
N -0.36 -4.19 0.97
C 0.29 -3.75 2.12
C 0.71 -4.41 3.28
C 1.33 -3.63 4.23
C 1.54 -2.25 4.04
C 1.13 -1.61 2.90
C 0.50 -2.39 1.93
N -0.02 -2.04 0.69
C -0.51 -3.13 0.16
C -1.14 -3.10 -1.16
C -1.68 -4.10 -1.89
S -2.24 -3.49 -3.38
C -1.74 -1.93 -2.93
N -1.18 -1.86 -1.76
H -0.66 -5.13 0.79
H 0.55 -5.47 3.43
H 1.68 -4.10 5.15
H 2.04 -1.69 4.82
H 1.29 -0.55 2.74
H -1.77 -5.15 -1.65
H -1.88 -1.07 -3.58
```

***

> strongest force on any atom of number 4 (C22H29N5RhSSi2)?

0.745 eV/Å